Record 1
26
Properties=species:S:1:pos:R:3:forces:R:3:nbo_charge:R:1 method="wB97M-V/def2-TZVPD" smiles="CC[C@@H](C=O)NC=O.O.O.O" de_lowest_kcal_mol=63.8 charge=0
C -0.005 -2.359 1.231 1.6 0.0 -0.1 -0.62
C -1.255 -1.698 0.690 -0.7 0.4 3.0 -0.41
C -1.021 -0.240 0.347 1.5 0.6 1.5 -0.18
C -0.021 -0.305 -0.855 0.0 2.0 1.7 0.48
O 1.163 -0.155 -0.701 0.3 -0.6 0.2 -0.58
N -2.325 0.420 0.205 -0.8 -0.4 -2.9 -0.59
C -2.480 1.778 0.142 9.9 -3.5 3.7 0.54
O -1.579 2.487 0.603 0.2 0.3 -0.9 -0.63
H 0.792 -2.402 0.422 -1.0 -0.6 1.0 0.21
H 0.513 -1.838 2.070 -0.7 0.2 -0.6 0.23
H -0.305 -3.309 1.678 0.4 -0.3 -0.6 0.22
H -1.673 -2.301 -0.081 -0.3 -0.3 -1.0 0.21
H -2.021 -1.724 1.536 0.7 0.1 -1.1 0.22
H -0.453 0.239 1.283 -1.2 -0.8 -2.3 0.27
H -0.385 -0.408 -1.843 -1.0 -0.6 -1.3 0.14
H -2.958 -0.056 -0.460 0.3 0.0 0.8 0.39
H -3.298 2.202 0.176 -9.1 3.4 -1.1 0.14
O 3.680 0.660 -2.205 -0.9 0.2 1.9 -0.94
H 3.279 0.420 -3.018 -0.2 -0.4 -1.6 0.46
H 2.874 0.597 -1.627 1.1 0.1 -0.4 0.48
O -0.145 2.165 -1.637 -1.8 -0.1 4.0 -1.00
H 0.491 2.789 -1.898 1.4 1.3 -0.7 0.47
H -0.322 2.420 -0.590 0.4 -0.8 -3.5 0.50
O 2.364 0.445 1.861 0.8 -1.4 -1.7 -0.95
H 2.871 -0.412 1.782 -0.7 1.3 0.6 0.46
H 2.219 0.586 0.887 -0.2 0.1 1.3 0.48

---

Record 2
67
Properties=species:S:1:pos:R:3:forces:R:3:nbo_charge:R:1 method="wB97M-V/def2-TZVPD" charge=+1
O -2.543 -0.117 2.831 1.8 2.5 -8.7 -0.52
C -2.222 0.212 1.557 -1.2 -1.3 6.2 0.76
O -2.716 1.463 0.961 2.7 -2.1 0.9 -0.70
C -1.235 -0.853 0.771 0.7 0.6 0.0 -0.51
C -0.382 -0.150 -0.478 0.5 -0.9 0.3 -0.48
C 1.164 0.003 0.074 0.2 2.5 0.8 0.21
C 1.644 1.325 0.920 1.8 -6.9 -2.9 -0.08
N 3.085 0.914 1.191 -2.3 -3.5 -2.5 -0.52
C 3.424 -0.467 0.593 -2.9 1.5 -0.2 0.24
N 2.225 -1.058 -0.115 0.9 7.4 4.0 -0.54
H -1.947 2.055 0.647 -1.6 -1.5 0.5 0.49
H -0.451 -1.225 1.591 -2.0 0.9 -1.7 0.26
H -1.778 -1.812 0.376 0.6 2.1 0.9 0.27
H -0.820 0.887 -0.808 1.1 -2.0 0.8 0.26
H -0.467 -0.854 -1.438 0.5 1.6 2.2 0.26
H 1.037 2.275 1.240 1.7 -2.1 -0.6 0.31
H 3.742 1.518 1.752 -0.7 -1.3 -1.0 0.47
H 4.443 -1.052 0.634 -2.2 1.5 0.1 0.31
H 2.086 -1.971 -0.604 0.6 1.1 0.7 0.49
C -0.310 5.082 -2.122 -0.2 -0.3 -0.2 -0.25
O -1.398 4.438 -1.472 0.4 0.2 0.3 -0.57
C -1.731 5.027 -0.208 -0.7 0.0 -0.1 -0.06
C -3.085 5.752 -0.288 0.6 0.2 -0.2 -0.24
N -2.994 6.965 -1.106 0.1 -0.4 0.0 -0.62
C -4.295 7.540 -1.463 0.0 -0.1 -0.3 -0.25
C -5.254 6.671 -2.303 0.0 0.6 -0.2 -0.09
O -4.807 6.438 -3.641 -0.1 -0.3 0.6 -0.54
C -3.879 5.373 -3.776 -0.1 0.3 -0.4 -0.24
H -0.009 4.463 -2.973 -0.1 0.0 0.2 0.19
H -0.609 6.058 -2.504 0.2 0.2 0.0 0.17
H 0.547 5.187 -1.451 0.0 0.1 0.0 0.16
H -0.940 5.691 0.161 -0.1 0.0 -0.2 0.18
H -1.827 4.199 0.504 -0.1 0.1 0.1 0.15
H -3.410 6.023 0.723 0.0 0.0 -0.1 0.20
H -3.810 5.047 -0.704 -0.1 -0.2 0.1 0.17
H -2.496 6.749 -1.967 -0.2 0.1 0.3 0.35
H -4.086 8.453 -2.030 -0.1 -0.1 0.0 0.21
H -4.806 7.853 -0.544 0.0 -0.1 -0.1 0.20
H -6.192 7.232 -2.401 0.2 0.0 0.0 0.20
H -5.521 5.730 -1.811 0.2 -0.1 0.0 0.16
H -4.058 4.566 -3.060 0.0 0.1 0.1 0.17
H -2.860 5.754 -3.681 0.1 -0.2 0.1 0.15
H -3.974 4.964 -4.785 -0.1 0.1 0.1 0.19
C 2.993 -8.588 0.423 -0.1 0.1 -0.4 -0.25
O 1.902 -7.691 0.259 0.1 -0.2 0.5 -0.56
C 1.132 -7.513 1.454 -0.3 0.6 -0.2 -0.07
C 1.334 -6.099 2.024 0.4 -0.7 0.1 -0.24
N 2.682 -5.933 2.577 -0.1 0.3 -0.3 -0.61
C 3.038 -4.541 2.867 0.1 -0.3 -0.2 -0.25
C 3.062 -3.548 1.686 0.5 -0.1 0.6 -0.08
O 4.111 -3.790 0.744 -0.6 0.6 0.1 -0.57
C 3.816 -4.785 -0.224 0.5 -0.2 -0.2 -0.25
H 3.406 -8.805 -0.567 -0.2 0.1 0.1 0.20
H 3.781 -8.135 1.025 0.1 -0.1 0.2 0.15
H 2.668 -9.529 0.877 0.1 0.1 0.0 0.18
H 1.346 -8.284 2.205 0.2 0.2 -0.1 0.19
H 0.080 -7.619 1.163 0.1 0.0 0.1 0.19
H 0.596 -5.919 2.814 0.1 0.0 0.0 0.20
H 1.148 -5.390 1.213 -0.3 0.0 -0.2 0.15
H 3.361 -6.302 1.914 -0.2 0.0 0.2 0.35
H 4.039 -4.562 3.308 -0.1 0.1 -0.1 0.22
H 2.362 -4.159 3.642 0.0 0.0 -0.1 0.20
H 3.269 -2.556 2.105 0.0 -0.1 0.1 0.17
H 2.096 -3.461 1.180 -0.1 -0.3 -0.1 0.15
H 2.757 -4.808 -0.495 0.0 -0.1 0.1 0.17
H 4.142 -5.764 0.137 -0.3 0.0 -0.2 0.18
H 4.396 -4.568 -1.125 0.0 0.1 0.1 0.20

---

Record 3
7
Properties=species:S:1:pos:R:3:forces:R:3:nbo_charge:R:1 method="wB97M-V/def2-TZVPD" de_lowest_kcal_mol=1.6 charge=-2
C 8.771 10.458 -4.368 -1.0 1.2 -1.0 0.67
C 11.013 8.767 -4.221 -1.0 -1.2 -1.3 1.06
N 9.678 10.434 -3.627 1.5 -0.8 1.3 -0.82
O 10.320 8.032 -4.833 -0.1 0.5 0.4 -0.61
O 7.873 10.655 -5.143 -0.6 -0.5 -0.4 -0.72
O 12.015 9.140 -3.781 1.3 0.8 0.9 -0.58
H 2.197 -11.251 -4.747 0.0 0.0 0.0 -1.00

---

Per-record calculated total energy, eV: -17153.7620, -37527.5735, -9721.5716
Per-record HOMO-LUMO gap, Ha: 0.3861, 0.2199, 0.1256